one | Molecular formula: C3H6N2OS
Method: DFT, ωB97M-V/def2-TZVPD

CARTESIAN COORDINATES (ANGSTROEM)
C: -0.30613 1.87541 0.47181
N: -1.00140 1.18405 -0.62415
C: -0.82646 -0.07174 -0.83998
N: -0.02146 -0.94890 -0.07790
O: -0.73842 -2.07717 0.23122
C: 1.30860 -0.97203 0.12348
S: 2.40670 0.14119 -0.35678
H: -0.92431 2.69843 0.88229
H: 0.66082 2.35750 0.25721
H: -0.20727 1.05778 1.26773
H: -1.39465 -0.66996 -1.56609
H: -0.54625 -2.72823 -0.47229
H: 1.59021 -1.84633 0.70344

Calculated values
SMILES: C/N=C\N(O)C=S
HOMO in Ha: -0.325
Gap between HOMO and LUMO in eV: 8.83
Net charge: 0

two | Molecular formula: C3H6N2OS
Method: DFT, ωB97M-V/def2-TZVPD

CARTESIAN COORDINATES (ANGSTROEM)
H: 0.45942 -1.43947 -2.36253
N: 0.02080 -2.00753 -1.54759
C: -0.35178 -0.99151 -0.78718
N: 0.14764 0.38001 -1.19421
S: -1.18679 1.39378 -0.36510
C: -0.71709 0.23595 0.85400
C: 0.73933 0.49893 1.24456
O: -1.13423 -1.05970 0.41696
H: 0.05046 0.69170 -2.06934
H: -1.35119 0.53779 1.88188
H: 1.19588 -0.25732 1.82522
H: 1.26031 0.67862 0.18152
H: 0.86725 1.33876 1.92181

Calculated values
SMILES: [H]/N=C1\NS[C@H](C)O1
HOMO in Ha: -0.340
Gap between HOMO and LUMO in eV: 9.28
Net charge: 0

three | Molecular formula: C3H6N2OS
Method: DFT, ωB97M-V/def2-TZVPD

CARTESIAN COORDINATES (ANGSTROEM)
S: 3.11988 0.23956 -0.26711
N: 1.81487 -0.69628 0.24757
C: 0.44477 -0.37912 0.08202
N: -0.49790 -1.23306 -0.14126
C: -1.72790 -0.43131 -0.18921
C: -1.33121 1.05459 -0.08669
O: 0.11153 0.93618 0.12285
H: 3.88089 0.47328 0.95683
H: 2.08503 -1.61034 -0.13859
H: -2.26740 -0.88695 0.71939
H: -2.25696 -0.59175 -1.14687
H: -1.50966 1.63035 -0.96480
H: -1.86593 1.49485 0.80587

Calculated values
SMILES: SNC1=NCCO1
HOMO in Ha: -0.329
Gap between HOMO and LUMO in eV: 9.69
Net charge: 0

four | Molecular formula: C3H6N2OS
Method: DFT, ωB97M-V/def2-TZVPD

CARTESIAN COORDINATES (ANGSTROEM)
N: -0.81660 0.77735 -1.45424
C: -0.44590 1.35758 -0.27505
N: -0.25035 0.87335 0.86351
C: -0.49206 -0.59300 0.76605
C: 0.77077 -1.33140 0.17545
O: 0.81911 -2.04815 -0.83209
S: 2.17507 -0.93515 1.17583
H: -0.34920 -0.12233 -1.65239
H: -0.73602 1.42094 -2.19752
H: -0.34475 2.39253 -0.45418
H: -1.31531 -0.74738 0.10004
H: -0.67770 -1.09219 1.77604
H: 1.66294 0.04785 2.00856

Calculated values
SMILES: N/C=N\CC(=O)S
HOMO in Ha: -0.353
Gap between HOMO and LUMO in eV: 10.31
Net charge: 0

Relative to the most stable structure, the computed energies are one 0.0804; two 0.1146; three 0.0240; four 0.0000, all in hartree.